93
Properties=species:S:1:pos:R:3 method="wB97M-V/def2-TZVPD" orbital_gap_ev="4.725 / 4.808" lumo_energy_ev="-11.2 / -11.3" energy_ha=-4951.071235 total_charge=+3
Ga 0.371 -0.413 -0.749
P -1.257 -0.459 1.984
P 2.234 -1.607 0.470
P -2.137 0.706 -1.360
H 3.040 -4.013 -6.908
C 2.543 -3.176 -7.415
C 3.205 -2.020 -7.545
H 4.218 -1.929 -7.124
C -1.949 -2.161 1.887
C -0.557 -0.572 3.674
C -2.804 0.406 2.456
C 3.674 -1.613 -0.648
C 2.861 -1.140 2.114
C 1.766 -3.373 0.625
C -2.126 1.095 -3.146
C -2.877 2.234 -0.671
C -3.497 -0.528 -1.280
H 1.576 -3.399 -7.878
H 2.846 -1.188 -8.161
H -2.561 -2.370 2.774
H -1.137 -2.893 1.829
H -2.569 -2.265 0.990
H -1.306 -0.983 4.370
H -0.262 0.427 4.024
H 0.323 -1.228 3.673
H -3.313 -0.136 3.268
H -3.478 0.464 1.594
H -2.575 1.422 2.809
H 4.537 -2.095 -0.165
H 3.925 -0.572 -0.901
H 3.434 -2.138 -1.582
H 3.395 -1.981 2.587
H 2.024 -0.846 2.772
H 3.547 -0.279 2.037
H 2.664 -3.985 0.789
H 1.266 -3.701 -0.294
H 1.073 -3.512 1.466
H -3.153 1.174 -3.531
H -1.580 0.314 -3.689
H -1.600 2.047 -3.297
H -3.812 2.497 -1.199
H -2.165 3.066 -0.774
H -3.096 2.109 0.395
H -4.283 -0.279 -2.005
H -3.927 -0.568 -0.272
H -3.090 -1.514 -1.524
C 1.384 -0.949 -3.622
C 0.363 -1.915 -3.731
C 0.687 -3.188 -4.215
C 1.981 -3.467 -4.674
C 3.013 -2.500 -4.561
C 2.661 -1.200 -4.195
S 1.254 0.520 -2.711
H -0.434 -1.689 -1.077
H -0.656 -1.714 -3.401
H -0.081 -3.959 -4.284
H 2.145 -4.379 -5.249
H 4.038 -2.728 -4.910
H 3.344 -0.359 -4.311
C -1.559 4.058 5.730
C -2.242 4.112 4.509
C -1.592 3.711 3.323
C -0.274 3.241 3.369
C 0.414 3.229 4.584
C -0.230 3.624 5.768
Sb 0.689 2.510 1.525
C 0.198 4.228 0.277
C 0.251 4.066 -1.112
C -0.282 5.049 -1.950
C -0.830 6.215 -1.400
C -0.802 6.414 -0.017
C -0.260 5.425 0.825
C 2.754 3.025 2.010
C 3.416 4.014 1.289
C 4.763 4.311 1.579
C 5.431 3.618 2.598
C 4.759 2.628 3.322
C 3.425 2.330 3.026
H -2.062 4.369 6.650
H -3.273 4.471 4.452
H -2.126 3.804 2.372
H 1.463 2.933 4.596
H 0.324 3.592 6.706
H 0.694 3.171 -1.557
H -0.269 4.906 -3.033
H -1.272 6.975 -2.044
H -1.198 7.331 0.429
H -0.217 5.596 1.902
H 2.900 4.562 0.501
H 5.271 5.093 1.006
H 6.469 3.859 2.825
H 5.265 2.090 4.121
H 2.912 1.558 3.606

61
Properties=species:S:1:pos:R:3 method="wB97M-V/def2-TZVPD" orbital_gap_ev=8.438 lumo_energy_ev=0.0 energy_ha=-1700.307724 total_charge=0
C -1.070 1.117 -2.128
N -0.557 0.100 -1.212
C 0.881 0.039 -1.007
C 1.600 -1.046 -1.809
S 1.712 -0.862 -3.636
C 1.185 -0.294 0.471
N 1.122 0.910 1.303
C 0.879 0.626 2.726
H -1.413 1.977 -1.541
H -1.937 0.765 -2.659
H -0.313 1.502 -2.810
H -0.820 -0.841 -1.495
H 1.407 0.978 -1.168
H 1.227 -2.053 -1.628
H 2.649 -0.980 -1.534
H 1.878 0.472 -3.613
H 2.174 -0.745 0.557
H 0.481 -1.077 0.791
H 0.379 1.455 0.880
H 1.814 0.869 3.238
H -0.049 1.016 3.130
H 0.822 -0.454 2.892
H 3.253 -4.083 0.466
H 1.938 -3.363 0.707
O 2.683 -3.403 0.089
H -2.969 0.068 1.312
H -1.803 -0.305 0.526
O -2.518 -0.743 1.019
H 2.510 3.448 -3.139
H 2.575 2.668 -1.760
O 2.208 2.666 -2.674
H 0.085 -2.800 1.787
H 0.703 -2.550 3.174
O 0.656 -3.196 2.462
H -1.546 -3.658 -0.246
H -2.211 -2.600 0.713
O -1.547 -3.295 0.642
H 4.027 -1.782 0.220
H 4.515 -1.340 -1.090
O 4.442 -1.001 -0.188
H -2.072 -1.425 2.622
H -1.513 -2.590 3.579
O -1.583 -1.645 3.434
H 2.514 2.148 0.217
H 3.973 2.045 -0.072
O 3.243 2.673 -0.168
H -3.019 3.643 -0.256
H -1.615 4.117 -0.743
O -2.560 4.271 -0.838
H -2.307 -2.924 -3.154
H -3.162 -2.319 -1.996
O -2.268 -2.595 -2.253
H -4.601 -0.363 -1.968
H -3.385 0.170 -1.025
O -3.906 -0.568 -1.341
H -1.979 2.276 1.212
H -3.344 2.506 1.689
O -2.898 2.097 0.932
H 0.361 2.964 2.461
H -0.471 4.135 1.899
O -0.459 3.178 2.005

177
Properties=species:S:1:pos:R:3 method="wB97M-V/def2-TZVPD" orbital_gap_ev=8.303 lumo_energy_ev=-0.2 energy_ha=-5027.211062 total_charge=0
C 3.230 3.565 1.504
C 2.497 4.484 0.424
O 2.170 3.644 -0.694
C 3.318 3.590 -1.560
C 2.991 2.765 -2.851
C 2.756 1.222 -2.516
C 1.395 0.961 -1.809
C 0.636 -0.394 -1.875
C 0.890 -1.520 -2.924
C 2.416 -1.990 -2.812
O 2.971 -1.669 -1.488
N 4.151 -2.387 -1.388
O 4.165 -3.033 -0.402
C 0.088 -2.817 -2.463
C 0.609 -3.777 -1.322
C 0.581 -5.335 -1.699
C 1.928 -5.830 -2.337
Cl 1.657 -7.519 -2.975
C -1.468 -2.811 -2.211
C -2.011 -2.033 -0.962
O -3.311 -2.644 -0.638
C -4.237 -1.592 -0.574
C -5.107 -1.190 -1.816
O -4.401 -0.946 0.424
N 0.226 -3.612 -3.749
C 0.767 -2.893 -4.870
O 1.239 -3.350 -5.874
C 0.575 -1.336 -4.471
C 1.485 -0.480 -5.424
C 1.229 1.063 -5.454
O 0.476 1.675 -4.738
C 1.948 1.903 -6.566
C 2.047 1.343 -7.933
C 2.660 2.108 -9.000
C 3.197 3.439 -8.751
C 3.120 4.011 -7.422
C 2.491 3.225 -6.356
P -1.158 -1.065 -5.129
O -1.150 -0.338 -6.655
O -1.891 -2.545 -5.499
S -2.319 0.065 -4.060
H 3.174 2.512 1.134
H 4.324 3.837 1.457
H 2.802 3.654 2.524
H 3.126 5.365 0.131
H 1.534 4.899 0.836
H 3.516 4.652 -1.878
H 4.249 3.240 -1.028
H 3.885 2.812 -3.520
H 2.051 3.174 -3.292
H 3.585 0.973 -1.788
H 2.988 0.649 -3.445
H 1.566 1.190 -0.716
H 0.698 1.791 -2.126
H 0.709 -0.888 -0.862
H -0.459 -0.132 -1.954
H 2.559 -3.088 -2.941
H 3.100 -1.484 -3.534
H -0.027 -3.746 -0.391
H 1.648 -3.620 -0.946
H -0.334 -5.632 -2.263
H 0.515 -5.873 -0.710
H 2.669 -5.944 -1.499
H 2.335 -5.163 -3.131
H -2.123 -2.534 -3.066
H -1.732 -3.892 -1.999
H -1.320 -2.034 -0.086
H -2.262 -0.977 -1.267
H -5.032 -1.953 -2.632
H -4.761 -0.217 -2.264
H -6.176 -1.010 -1.519
H -0.583 -4.186 -3.980
H 2.588 -0.606 -5.319
H 1.267 -0.833 -6.475
H 1.617 0.339 -8.128
H 2.694 1.690 -10.028
H 3.665 4.034 -9.566
H 3.481 5.037 -7.176
H 2.425 3.728 -5.362
H -2.088 -0.119 -6.818
H -1.493 -2.839 -6.348
C 2.077 -7.371 4.272
N 2.041 -7.010 2.868
C 1.142 -7.384 1.924
C 0.017 -8.290 2.344
O 1.264 -6.983 0.772
H 2.026 -6.454 4.863
H 3.026 -7.872 4.472
H 1.257 -8.027 4.551
H 2.764 -6.403 2.512
H -0.616 -8.501 1.484
H 0.416 -9.234 2.721
H -0.590 -7.803 3.111
C -6.787 3.784 0.197
N -5.481 4.366 0.427
C -4.289 3.726 0.583
C -4.284 2.221 0.515
O -3.268 4.372 0.771
H -7.180 4.171 -0.745
H -7.451 4.089 1.008
H -6.748 2.699 0.153
H -5.410 5.373 0.486
H -3.268 1.858 0.656
H -4.912 1.805 1.304
H -4.638 1.888 -0.463
C 4.026 -1.195 4.883
N 3.693 0.045 4.211
C 2.648 0.297 3.375
C 1.691 -0.830 3.083
O 2.509 1.408 2.887
H 4.032 -1.016 5.960
H 5.027 -1.502 4.570
H 3.319 -1.987 4.653
H 4.289 0.845 4.358
H 0.916 -0.476 2.405
H 2.217 -1.659 2.605
H 1.215 -1.169 4.005
C 6.653 -5.247 2.143
N 6.300 -5.324 3.548
C 6.452 -6.375 4.401
C 7.060 -7.642 3.860
O 6.098 -6.270 5.566
H 7.369 -4.434 2.008
H 5.751 -5.023 1.569
H 7.089 -6.174 1.780
H 5.887 -4.512 3.983
H 7.114 -8.382 4.656
H 6.442 -8.044 3.055
H 8.072 -7.450 3.497
C -3.024 9.699 2.728
N -4.367 9.238 2.452
C -4.776 8.367 1.498
C -3.735 7.779 0.584
O -5.965 8.077 1.397
H -2.775 9.436 3.757
H -3.007 10.786 2.625
H -2.293 9.260 2.054
H -5.119 9.591 3.027
H -4.215 7.104 -0.121
H -3.237 8.570 0.019
H -3.005 7.210 1.162
C -2.057 6.755 -4.907
N -0.862 6.494 -4.132
C -0.382 5.295 -3.698
C -1.164 4.056 -4.049
O 0.652 5.251 -3.048
H -1.768 7.254 -5.835
H -2.705 7.421 -4.334
H -2.597 5.842 -5.143
H -0.287 7.277 -3.860
H -0.663 3.186 -3.639
H -2.168 4.110 -3.623
H -1.219 3.943 -5.134
C -3.025 -10.583 5.762
N -1.756 -10.461 5.072
C -0.624 -11.191 5.255
C -0.647 -12.278 6.298
O 0.371 -10.958 4.583
H -3.803 -10.795 5.025
H -3.250 -9.632 6.248
H -3.011 -11.373 6.507
H -1.666 -9.753 4.358
H 0.324 -12.769 6.326
H -0.847 -11.851 7.282
H -1.405 -13.023 6.049
C -4.191 10.482 8.170
N -4.202 10.856 6.770
C -5.087 10.488 5.808
C -6.218 9.574 6.202
O -4.951 10.897 4.662
H -4.254 11.391 8.773
H -3.247 9.979 8.388
H -5.016 9.824 8.424
H -3.474 11.468 6.432
H -6.836 9.371 5.330
H -5.824 8.626 6.575
H -6.839 10.049 6.963

54
Properties=species:S:1:pos:R:3 method="wB97M-V/def2-TZVPD" orbital_gap_ev="7.011 / 5.532" lumo_energy_ev="-7.4 / -8.8" spin_multiplicity=2 energy_ha=-4345.100547 total_charge=+2
Ir -0.070 -0.088 0.556
C 2.941 -2.942 3.603
S 1.296 -2.624 4.278
C 0.497 -1.719 3.047
S 1.375 -1.319 1.564
N -0.736 -1.391 3.228
N -1.240 -0.683 2.144
C -2.523 -0.601 2.107
C -3.092 0.122 0.977
C -4.451 0.300 0.817
C -4.897 1.094 -0.233
C -3.954 1.713 -1.029
C -2.602 1.488 -0.799
N -2.160 0.682 0.170
H 3.440 -3.496 4.397
H 3.495 -2.023 3.431
H 2.902 -3.568 2.716
H -3.119 -1.020 2.910
H -5.137 -0.172 1.506
H -5.955 1.246 -0.396
H -4.243 2.374 -1.834
H -1.860 1.982 -1.400
O -0.229 2.391 1.125
C 0.482 3.422 0.393
C 1.917 3.437 0.875
C 2.461 2.011 0.952
C 2.522 1.280 -0.363
C 3.511 1.630 -1.271
C 3.805 0.823 -2.349
C 3.135 -0.380 -2.471
C 2.116 -0.655 -1.593
N 1.747 0.185 -0.594
H -1.123 2.694 1.314
H -0.016 4.376 0.553
H 0.427 3.179 -0.674
H 1.981 3.885 1.866
H 2.512 4.057 0.201
H 1.881 1.452 1.682
H 3.480 2.016 1.345
H 4.097 2.518 -1.073
H 4.586 1.099 -3.046
H 3.380 -1.094 -3.245
H 1.567 -1.578 -1.660
Cl -0.880 -3.341 0.938
C -1.052 -2.652 -0.636
C -0.667 -1.336 -0.915
C -0.800 -0.898 -2.253
Cl -0.362 0.704 -2.786
C -1.301 -1.734 -3.251
Cl -1.458 -1.172 -4.858
C -1.692 -3.037 -2.938
Cl -2.325 -4.055 -4.150
C -1.565 -3.494 -1.631
Cl -2.045 -5.088 -1.250

109
Properties=species:S:1:pos:R:3 method="wB97M-V/def2-TZVPD" orbital_gap_ev=5.298 lumo_energy_ev=-1.0 energy_ha=-2748.636345 total_charge=0
C 7.474 0.267 6.573
N 7.404 -1.120 6.122
C 8.697 -1.785 5.994
C 6.294 -1.545 5.326
C 6.348 -1.458 3.931
C 5.287 -1.874 3.172
C 4.118 -2.379 3.758
C 2.963 -2.759 2.961
C 2.966 -2.979 1.623
C 1.773 -3.167 0.921
N 0.786 -3.263 0.311
C 4.120 -2.987 0.840
N 5.095 -2.976 0.209
C 4.058 -2.417 5.157
C 5.117 -2.012 5.928
H 6.505 0.750 6.471
H 7.781 0.316 7.614
H 8.193 0.806 5.964
H 8.566 -2.753 5.514
H 9.362 -1.174 5.389
H 9.137 -1.938 6.977
H 7.226 -1.050 3.458
H 5.353 -1.771 2.106
H 2.018 -2.855 3.471
H 3.154 -2.755 5.634
H 5.058 -2.052 7.005
C 3.257 0.094 -2.491
C 1.806 0.318 -2.924
C 1.422 -0.594 -4.093
C 1.504 1.772 -3.231
C 2.331 2.551 -4.015
C 1.967 3.843 -4.339
C 0.765 4.370 -3.910
C -0.092 3.619 -3.136
C -1.438 4.137 -2.666
C -2.389 4.390 -3.842
C -1.309 5.360 -1.751
C 0.305 2.332 -2.784
N -0.589 1.557 -1.993
N -1.729 1.114 -2.489
N -2.197 0.306 -1.574
C -3.536 -0.207 -1.663
C -4.534 0.203 -0.766
C -4.235 1.183 0.361
C -4.637 0.631 1.734
C -4.876 2.549 0.109
C -5.809 -0.292 -0.956
C -6.084 -1.171 -1.983
C -5.098 -1.553 -2.866
C -3.814 -1.068 -2.727
C -2.717 -1.351 -3.736
C -2.824 -0.419 -4.947
C -2.654 -2.818 -4.159
C -1.320 0.129 -0.470
C -1.581 -0.681 0.675
C -2.229 -1.917 0.541
C -2.587 -2.639 1.650
C -3.342 -3.945 1.477
F -2.927 -4.810 2.426
F -4.657 -3.681 1.618
F -3.106 -4.440 0.242
C -2.347 -2.117 2.912
C -1.734 -0.881 3.057
C -1.612 -0.185 4.396
F -0.348 0.278 4.521
F -2.491 0.843 4.404
F -1.902 -1.064 5.375
C -1.327 -0.186 1.954
C -0.305 1.081 -0.689
C 0.752 1.431 0.082
H 3.549 0.778 -1.692
H 3.404 -0.929 -2.138
H 3.942 0.251 -3.324
H 1.171 0.032 -2.069
H 0.375 -0.468 -4.376
H 2.032 -0.373 -4.970
H 1.576 -1.645 -3.837
H 3.265 2.160 -4.380
H 2.627 4.451 -4.934
H 0.505 5.382 -4.162
H -1.884 3.332 -2.057
H -2.477 3.509 -4.483
H -3.387 4.653 -3.487
H -2.031 5.212 -4.461
H -0.641 5.168 -0.908
H -0.909 6.213 -2.299
H -2.281 5.655 -1.352
H -3.143 1.337 0.372
H -4.228 -0.364 1.913
H -4.293 1.289 2.532
H -5.720 0.552 1.813
H -4.582 2.976 -0.852
H -5.961 2.469 0.103
H -4.602 3.249 0.898
H -6.587 -0.006 -0.273
H -7.073 -1.576 -2.085
H -5.327 -2.225 -3.670
H -1.768 -1.120 -3.216
H -2.842 0.628 -4.640
H -1.979 -0.553 -5.624
H -3.740 -0.614 -5.506
H -2.608 -3.480 -3.294
H -3.532 -3.101 -4.739
H -1.780 -3.002 -4.785
H -2.454 -2.295 -0.440
H -2.665 -2.657 3.787
H -0.902 0.792 2.079
H 0.923 0.999 1.043
H 1.441 2.176 -0.252